C3H10N2O | ωB97M-V/def2-TZVPD

Geometry as XYZ:
```
16
Properties=species:S:1:pos:R:3:nbo_charge:R:1
C -0.506 -1.126 -2.101 -0.67
C -0.180 -0.334 -0.885 0.04
N -1.163 -0.105 0.127 -0.88
C 1.143 -0.223 -0.586 -0.01
N 1.704 0.196 0.598 -0.82
H -1.529 -1.537 -2.158 0.22
H -0.531 -0.446 -2.966 0.21
H 0.112 -1.934 -2.528 0.22
H -1.745 0.714 0.148 0.38
H -1.653 -0.969 0.260 0.36
H 1.747 -0.290 -1.491 0.19
H 1.216 0.407 1.442 0.37
H 2.509 0.838 0.548 0.37
O -0.694 1.502 3.364 -0.93
H -0.345 2.394 3.317 0.47
H -0.085 0.913 2.912 0.47
```

SMILES string ... C/C(N)=C/N.O
Kohn-Sham gap ... 8.34 eV
Highest occupied orbital energy ... -7.5 eV
Energy ... -8299.51386 eV
Energy relative to the best compared isomer or geometry (same formula, charge and spin) ... 45.9 kcal/mol